No. 1
{
  "formula": "C5H9O3Sc",
  "method": "wB97M-V/def2-TZVPD",
  "homo_ev": [-21.604, -21.604],
  "lumo_ev": [-14.12, -14.05],
  "s2": 0.75,
  "de_lowest_kcal_mol": 48.6,
  "multiplicity": 2,
  "total_charge": 3,
  "symbols": ["H", "O", "O", "O", "C", "C", "C", "C", "C", "H", "H", "H", "H", "H", "H", "H", "H", "Sc"],
  "xyz": [[-1.772725, -0.328062, -0.194010], [-0.325068, 0.321951, -1.277165], [0.521450, 0.113241, 0.796182], [-0.055741, 2.167563, -0.043571], [-1.569819, -0.411961, -1.379868], [1.461338, 0.547785, 1.524721], [-1.432181, -1.705883, -2.113067], [1.981689, -0.264561, 2.593958], [-0.149108, 0.967598, -0.154846], [-2.270666, 0.294892, -1.834580], [1.859736, 1.544892, 1.290947], [-1.815297, -2.503094, -1.461248], [-2.041755, -1.690379, -3.026708], [-0.390230, -1.919601, -2.378239], [3.076073, -0.316110, 2.440096], [1.871173, 0.317922, 3.526320], [1.519645, -1.251948, 2.655323], [-0.468521, 4.115751, -0.964247]],
  "atomic_forces_ev_per_a": [[-1.0497, -1.7091, -2.4408], [1.8670, 2.7993, 1.2761], [-2.3237, 0.2945, -0.5670], [-0.7540, 1.8646, 0.5584], [-2.1502, 0.2708, 3.0195], [1.0051, 0.3152, 1.1349], [-0.3291, -0.5370, 0.2889], [0.0240, -0.1143, -0.6927], [3.3796, -2.7936, -3.3161], [0.0336, -0.2347, 0.0025], [-0.0812, -0.1974, 0.2447], [0.2234, 0.0133, -0.3509], [0.2407, 0.0056, 0.2817], [-0.2176, 0.0401, 0.1401], [-0.0089, -0.0261, 0.1978], [0.0667, 0.0402, 0.0444], [0.0710, 0.1549, 0.0779], [0.0031, -0.1862, 0.1006]],
  "nbo_charge": [0.15, -0.45, -0.40, -0.77, -0.02, 0.60, -0.69, -0.76, 1.13, 0.21, 0.22, 0.28, 0.28, 0.27, 0.35, 0.35, 0.31, 1.94]
}

---

No. 2
{
  "formula": "C31H34B2N8O5Ti",
  "method": "wB97M-V/def2-TZVPD",
  "homo_ev": [1.825, 1.218],
  "lumo_ev": [3.47, 3.47],
  "s2": 2.03,
  "de_lowest_kcal_mol": 77.4,
  "multiplicity": 3,
  "total_charge": -2,
  "symbols": ["Ti", "O", "C", "C", "C", "C", "C", "C", "C", "N", "N", "C", "O", "C", "C", "C", "C", "C", "C", "H", "H", "H", "H", "H", "H", "H", "H", "H", "H", "B", "N", "C", "C", "C", "N", "N", "C", "C", "C", "N", "H", "H", "H", "H", "H", "H", "H", "H", "C", "N", "C", "C", "O", "N", "C", "C", "H", "H", "H", "H", "H", "H", "H", "H", "H", "H", "H", "H", "O", "B", "O", "C", "C", "C", "C", "C", "C", "H", "H", "H", "H"],
  "xyz": [[12.805360, 10.624110, 13.466760], [11.564827, 11.032106, 12.168971], [10.526802, 11.694742, 11.636558], [10.225045, 11.545479, 10.350743], [9.148946, 12.188713, 9.741356], [8.558585, 13.353113, 10.349110], [8.876425, 13.621207, 11.640429], [9.764768, 12.680627, 12.414446], [9.618699, 12.820298, 13.809344], [9.825101, 11.966323, 14.839263], [10.716327, 12.459319, 15.801366], [11.873495, 11.858689, 16.079505], [12.384791, 10.923858, 15.236868], [12.485966, 12.098062, 17.362346], [13.729360, 11.540239, 17.715508], [14.328379, 11.794412, 18.972282], [13.569632, 12.509797, 19.909650], [12.308463, 13.022047, 19.577957], [11.834192, 12.886394, 18.289132], [10.830963, 10.840565, 9.786199], [8.910263, 11.842003, 8.687358], [7.893453, 13.975058, 9.760934], [8.440868, 14.521059, 12.164777], [9.455296, 13.885924, 14.182206], [14.269547, 10.935139, 16.979714], [15.317814, 11.346021, 19.322078], [13.864650, 12.529493, 20.969594], [11.699846, 13.290927, 20.422518], [11.007650, 13.480800, 17.814391], [15.531074, 8.553326, 13.139336], [15.301764, 10.043550, 13.443978], [16.261510, 10.718849, 14.056614], [16.230175, 12.086619, 13.768609], [15.137902, 12.208792, 12.893364], [14.582364, 10.981555, 12.645270], [14.018692, 8.038516, 12.950112], [13.669549, 6.812559, 12.526872], [12.328884, 6.631161, 12.679721], [11.825954, 7.893171, 13.124942], [12.873761, 8.688224, 13.457305], [15.976792, 7.995867, 14.161794], [16.104948, 8.181355, 12.194185], [17.001070, 10.175690, 14.575737], [16.793390, 12.796004, 14.345934], [14.699367, 13.096342, 12.381501], [14.472442, 6.147896, 12.251792], [11.854487, 5.657279, 12.517725], [10.810748, 8.243507, 13.178206], [13.179614, 9.665194, 6.737642], [12.105457, 8.961197, 6.068233], [12.570765, 8.269891, 4.917716], [10.846142, 9.484242, 6.405835], [10.643416, 10.496966, 7.106171], [9.807495, 8.687585, 5.985332], [8.519675, 9.312560, 5.694488], [9.888516, 7.243805, 5.891521], [14.116673, 9.037429, 6.824789], [12.965927, 10.081647, 7.681203], [13.519753, 10.502583, 6.014232], [13.238615, 8.897686, 4.334180], [11.753791, 7.940367, 4.239687], [13.140646, 7.376481, 5.183862], [7.697347, 8.631861, 6.074475], [8.424488, 9.378480, 4.627513], [8.445185, 10.267176, 6.217836], [9.119472, 6.870730, 6.552328], [10.838410, 6.866123, 6.248012], [9.583053, 6.743271, 4.904829], [7.508089, 10.642535, 15.166333], [8.927606, 10.836047, 15.201459], [9.589120, 9.869317, 16.045177], [8.593784, 9.074787, 16.471922], [8.614644, 8.054939, 17.409141], [7.615448, 7.105473, 17.250646], [6.585586, 7.266176, 16.327282], [6.450639, 8.474131, 15.537945], [7.344524, 9.414295, 15.900055], [9.455646, 7.982083, 18.148450], [7.665443, 6.185943, 17.848510], [5.872523, 6.447738, 16.200133], [5.674237, 8.662092, 14.777099]],
  "atomic_forces_ev_per_a": [[-4.1703, 2.3417, 0.8231], [1.0819, -0.4245, 0.8781], [-0.7140, 1.8095, 2.0794], [-0.7480, -0.8235, -1.8377], [-0.6292, 0.4315, -2.1912], [0.7994, -1.5643, -0.6669], [1.0291, 0.2782, 0.9330], [-1.6380, 0.6201, 0.8804], [-0.4153, 2.8658, -1.8562], [-0.7218, -3.9456, 0.6378], [0.7815, 0.2754, 1.7263], [-1.4569, -0.2486, -0.2473], [1.0083, 0.3972, 0.3112], [0.7574, -0.9991, -2.1247], [2.1680, -0.3480, 0.9460], [-0.1020, -0.7971, -0.7008], [0.3116, -0.2922, 1.2418], [0.2658, -0.7416, -0.4221], [-1.6873, 2.2503, 0.5224], [-0.1729, -0.0857, -0.1254], [0.2190, 0.8556, 1.2899], [-0.1453, 0.0422, 0.1131], [0.5279, -1.2134, -0.3991], [-0.2377, -1.1509, -0.5782], [-0.2030, 0.1627, 0.2110], [-1.3561, 0.5616, -0.8802], [0.0729, 0.0530, -0.4704], [-0.3678, 0.9363, -0.0538], [0.3060, -0.9089, 1.2091], [-2.4314, -1.1980, 1.5419], [0.8087, 2.2324, -1.4269], [0.1965, 1.0772, -0.1556], [-0.8180, -0.9620, 0.1212], [-0.0458, -0.6383, -0.4117], [2.7601, 0.3922, 0.3098], [-0.7335, -0.4455, 0.8203], [1.2298, 1.1232, 0.7976], [-1.4389, 0.0795, -0.1667], [1.6002, -1.3287, 0.5397], [0.7104, -3.5365, -2.6781], [-0.0478, 0.5999, -0.4489], [0.6133, 0.3129, -0.9510], [0.5068, -0.3980, 0.8276], [0.0829, 0.3970, -0.4378], [0.3343, -0.9047, 0.7167], [-0.1561, -0.1701, -0.2072], [-0.2490, 0.8414, -0.1243], [-0.0543, 0.0661, 0.4051], [2.6161, 0.4750, -2.5751], [-0.0057, 1.3206, 2.3395], [-1.0337, -0.7317, -1.1813], [-0.4525, 0.4280, 0.8834], [1.0592, -1.8661, -1.9653], [-0.2183, -0.0470, -0.8776], [-0.3541, -1.3817, 1.3886], [-1.0466, -0.3863, -0.6435], [-1.1618, 0.2124, 0.0044], [-0.6981, 0.3441, 0.9260], [-0.4041, -0.7716, 1.2487], [0.1484, 0.3042, -0.1789], [0.3846, 0.3199, 0.5397], [0.0023, -0.0737, 0.1605], [0.7755, 0.7741, -0.3316], [-0.3407, 0.3817, -0.6568], [0.0737, -0.0968, -0.2609], [-0.2409, -0.3608, 0.5335], [0.1135, 0.0499, -0.1438], [0.8173, 1.0817, 0.7410], [1.1746, -1.5451, 0.6142], [2.3344, 2.9398, 0.0941], [-1.4821, -0.1299, 0.4619], [-0.5731, 0.5570, 0.9678], [1.6497, 0.1771, 0.1561], [-0.7335, -0.5247, 0.2921], [-0.5886, 0.2821, -0.8607], [-1.1560, -1.9656, 1.6926], [2.2484, 2.1010, -3.0370], [-0.7909, -0.2338, -1.0612], [-0.1800, 0.4173, -0.2066], [0.1859, 0.2754, -0.0384], [0.4454, -0.2040, 0.6544]],
  "mulliken_spin": [0.92, 0.01, 0.02, 0.00, -0.01, 0.01, 0.00, -0.03, 0.01, 0.08, 0.21, 0.11, 0.02, -0.04, 0.15, -0.09, 0.30, -0.14, 0.20, 0.00, 0.00, 0.00, 0.00, 0.01, 0.06, -0.01, 0.04, 0.00, 0.07, 0.00, 0.02, 0.04, 0.00, 0.00, 0.05, -0.02, 0.00, -0.01, 0.01, 0.04, 0.00, 0.00, 0.00, 0.00, -0.01, 0.00, 0.00, 0.00, 0.00, 0.00, 0.00, 0.00, 0.00, 0.00, 0.00, 0.00, 0.00, 0.00, 0.00, 0.00, 0.00, 0.00, 0.00, 0.00, 0.00, 0.00, 0.00, 0.00, -0.01, -0.03, 0.01, 0.00, 0.00, 0.00, 0.00, 0.00, 0.00, 0.00, 0.00, 0.00, 0.00]
}

---

No. 3
{
  "formula": "C6H6N",
  "method": "wB97M-V/def2-TZVPD",
  "homo_ev": [-12.299, -12.186],
  "lumo_ev": [-6.06, -6.20],
  "de_lowest_kcal_mol": 198.1,
  "total_charge": 1,
  "symbols": ["C", "C", "C", "C", "C", "C", "N", "H", "H", "H", "H", "H", "H"],
  "xyz": [[-2.763256, 0.844413, 0.587396], [-1.972368, 1.052528, -0.397792], [0.923681, -1.100899, -1.145721], [1.054154, 0.259578, -1.284815], [-1.235270, 1.331279, -1.376518], [1.631807, -0.546502, 1.281257], [1.276639, -0.451758, -0.060267], [-3.451718, 0.470615, 1.259330], [0.519407, -2.042392, -1.526206], [-1.231903, 1.885805, -2.293268], [1.829115, 0.429916, 1.777032], [2.642056, -1.184190, 1.457318], [0.777655, -0.948393, 1.722254]],
  "atomic_forces_ev_per_a": [[2.1870, 0.5477, -2.6592], [-2.3840, -0.2311, 3.2152], [-0.7954, -0.8658, 2.0695], [0.1703, 2.8304, -0.0374], [1.3553, -0.4788, -1.7462], [3.5099, 0.2625, 2.0332], [-0.1780, -1.3059, -4.1323], [-0.9112, -0.4879, 1.1472], [0.5852, 0.0744, 0.2805], [0.3127, 0.1837, 0.0399], [-0.1805, -0.4130, -0.8837], [-2.5965, 1.1133, -0.6806], [-1.0748, -1.2293, 1.3542]],
  "nbo_charge": [0.02, -0.25, 0.15, 0.21, -0.07, -0.46, -0.20, 0.24, 0.29, 0.25, 0.27, 0.29, 0.26]
}

---

No. 4
{
  "formula": "C3H4F2IP",
  "method": "wB97M-V/def2-TZVPD",
  "homo_ev": [-8.150, -8.765],
  "lumo_ev": [-0.95, 0.02],
  "de_lowest_kcal_mol": 94.9,
  "total_charge": 0,
  "symbols": ["C", "C", "C", "F", "F", "P", "I", "H", "H", "H", "H"],
  "xyz": [[-1.200753, -0.909166, 0.001575], [1.585064, 0.581726, -0.188560], [-1.256002, -2.101236, 0.461200], [1.693352, -0.081991, -1.299825], [2.694086, 0.218877, 0.554959], [1.181216, 2.298065, -0.168916], [-2.596691, 0.466993, -0.580294], [-0.474237, -2.505941, 1.021330], [-2.126130, -2.657996, 0.756635], [0.324198, 2.544549, -1.335446], [0.175895, 2.146116, 0.777344]],
  "atomic_forces_ev_per_a": [[-0.0399, 1.6440, -0.6716], [1.2230, -1.8105, 0.8716], [-0.9188, -0.7711, 1.2804], [-0.2365, -0.4618, -1.4108], [-1.1151, 0.7017, -0.1667], [-0.1298, 2.1133, -0.4069], [0.1061, -0.1225, -0.1257], [2.0000, -0.6071, 0.1956], [-0.9681, -0.0332, -0.6269], [0.5799, -0.8368, 0.8602], [-0.5006, 0.1842, 0.2008]],
  "nbo_charge": [-0.12, 0.42, -0.57, -0.32, -0.35, 0.25, 0.20, 0.23, 0.22, 0.02, 0.01]
}